#A
{"formula": "C6H8N2OS", "method": "wB97M-V/def2-TZVPD", "gap_ev": 9.70, "molar_mass_da": 156.210, "e_lumo_ev": 0.32, "smiles": "C[C@@H]1N=C2C(=O)N(C)[C@@H]2S1", "symbols": ["C", "C", "N", "C", "C", "O", "N", "C", "C", "S", "H", "H", "H", "H", "H", "H", "H", "H"], "xyz": [[0.108, -0.433, -2.590], [0.614, -1.277, -1.471], [-0.492, -1.638, -0.609], [-0.476, -1.285, 0.573], [-1.391, -0.195, 1.320], [-2.488, 0.233, 1.575], [-0.234, 0.481, 1.547], [-0.042, 1.898, 1.774], [0.738, -0.549, 1.102], [1.794, -0.348, -0.322], [-0.933, -0.702, -2.720], [0.670, -0.359, -3.477], [0.117, 0.580, -2.184], [0.945, -2.238, -1.924], [0.209, 2.125, 2.855], [0.751, 2.273, 1.140], [-1.010, 2.407, 1.361], [1.120, -0.970, 2.051]]}

#B
{"formula": "C6H8N2OS", "method": "wB97M-V/def2-TZVPD", "gap_ev": 9.61, "molar_mass_da": 156.210, "e_lumo_ev": 0.58, "smiles": "C[C@@]1(/N=C2\\CN2C=O)CS1", "symbols": ["C", "C", "N", "C", "C", "N", "C", "O", "C", "S", "H", "H", "H", "H", "H", "H", "H", "H"], "xyz": [[-0.271, 2.353, -1.255], [-0.062, 0.815, -1.267], [-0.316, 0.439, 0.094], [0.343, -0.300, 0.834], [1.340, -1.410, 0.993], [0.180, -1.030, 1.953], [-0.495, -1.421, 3.093], [-0.026, -2.284, 3.794], [-0.664, -0.112, -2.275], [1.149, 0.022, -2.369], [0.427, 2.790, -0.494], [-1.297, 2.626, -0.988], [-0.031, 3.024, -2.127], [1.331, -2.350, 0.436], [2.185, -1.149, 1.568], [-1.475, -0.915, 2.989], [-0.952, -1.147, -1.784], [-1.366, 0.051, -3.196]]}

Which structure wins on stability? #A wins.

#A
{"formula": "C2H9O2", "method": "wB97M-V/def2-TZVPD", "total_charge": 1, "gap_ev": 13.53, "molar_mass_da": 65.092, "e_lumo_ev": -3.64, "symbols": ["O", "H", "H", "H", "C", "O", "C", "H", "H", "H", "H", "H", "H"], "xyz": [[0.996, 1.511, -1.332], [-0.064, 1.199, -0.312], [0.763, 2.040, -2.108], [1.878, 1.813, -1.078], [-0.230, -0.330, 1.103], [-0.763, 0.858, 0.349], [-0.205, -1.533, 0.218], [-0.913, -0.465, 1.925], [0.721, 0.003, 1.469], [-1.577, 0.632, -0.138], [0.508, -2.314, 0.483], [0.029, -1.316, -0.818], [-1.143, -2.097, 0.238]]}

#B
{"formula": "C2H9O2", "method": "wB97M-V/def2-TZVPD", "total_charge": 1, "gap_ev": 12.93, "molar_mass_da": 65.092, "e_lumo_ev": -3.79, "symbols": ["O", "H", "H", "H", "C", "O", "C", "H", "H", "H", "H", "H", "H"], "xyz": [[2.034, 1.151, -2.218], [0.693, 0.356, -1.228], [2.754, 1.735, -2.128], [2.526, 0.335, -2.667], [-0.496, 0.242, 0.944], [0.002, -0.034, -0.485], [-1.326, -0.961, 1.421], [0.373, 0.236, 1.671], [-1.124, 1.195, 0.909], [-0.824, -0.345, -0.896], [-0.685, -1.881, 1.565], [-1.804, -0.780, 2.397], [-2.123, -1.250, 0.715]]}

Which structure wins on stability? #A wins.

#A
{"formula": "C7H9Cl", "method": "wB97M-V/def2-TZVPD", "gap_ev": 10.12, "molar_mass_da": 128.602, "e_lumo_ev": 1.00, "smiles": "C=C[C@@]1(Cl)CC12CC2", "symbols": ["C", "C", "C", "Cl", "C", "C", "C", "C", "H", "H", "H", "H", "H", "H", "H", "H", "H"], "xyz": [[-2.052, 0.246, 0.145], [-1.736, -0.104, -1.100], [-0.303, -0.161, -1.360], [0.358, -0.993, -2.759], [0.495, 1.036, -1.049], [0.715, -0.119, -0.157], [1.696, -1.053, 0.407], [0.650, -0.427, 1.289], [-2.950, 0.490, 0.558], [-1.373, 0.222, 0.954], [-2.457, -0.158, -1.875], [1.267, 1.359, -1.742], [0.071, 1.947, -0.863], [2.602, -0.764, 0.790], [1.479, -2.093, 0.394], [-0.243, -1.009, 1.647], [0.749, 0.228, 2.054]]}

#B
{"formula": "C7H9Cl", "method": "wB97M-V/def2-TZVPD", "gap_ev": [7.96, 7.87], "molar_mass_da": 128.602, "e_lumo_ev": [0.10, -0.47], "symbols": ["C", "C", "C", "C", "C", "C", "C", "Cl", "H", "H", "H", "H", "H", "H", "H", "H", "H"], "xyz": [[-1.922, -2.433, -0.209], [-1.520, -1.305, 0.010], [0.516, 0.203, 1.556], [-1.115, 0.036, -0.003], [0.349, 0.417, 0.035], [0.690, 1.885, -0.276], [1.105, -0.651, -0.828], [-2.388, 1.316, 0.077], [-2.434, -3.304, 0.060], [-0.229, 0.631, 2.164], [1.167, -0.646, 1.773], [0.053, 2.457, 0.280], [0.349, 1.987, -1.374], [1.684, 1.952, -0.199], [1.913, -0.125, -1.183], [0.489, -0.910, -1.619], [1.293, -1.510, -0.264]]}

Which structure wins on stability? #A wins.

#A
{"formula": "C4H9O3", "method": "wB97M-V/def2-TZVPD", "total_charge": -1, "gap_ev": 8.70, "molar_mass_da": 105.113, "e_lumo_ev": 4.20, "symbols": ["C", "C", "O", "O", "H", "H", "H", "C", "C", "O", "H", "H", "H", "H", "H", "H"], "xyz": [[-1.312, -1.585, 1.599], [-0.774, -0.188, 1.171], [-1.320, 0.306, 0.147], [0.113, 0.308, 1.884], [-1.369, -2.270, 0.765], [-2.288, -1.385, 2.047], [-0.656, -1.976, 2.372], [1.010, 0.218, -2.023], [2.011, -0.239, -0.962], [0.376, 1.428, -1.659], [1.567, 0.460, -2.926], [0.261, -0.550, -2.198], [2.010, -1.331, -0.912], [-0.319, 1.188, -0.998], [1.653, 0.106, 0.004], [3.033, 0.086, -1.182]]}

#B
{"formula": "C4H9O3", "method": "wB97M-V/def2-TZVPD", "total_charge": -1, "gap_ev": 8.59, "molar_mass_da": 105.113, "e_lumo_ev": 3.91, "symbols": ["C", "C", "O", "H", "H", "H", "H", "H", "H", "C", "C", "O", "O", "H", "H", "H"], "xyz": [[-1.470, -1.453, 0.793], [-2.938, -1.285, 0.953], [-0.942, -0.163, 1.041], [-1.085, -2.100, 1.680], [-1.134, -2.064, -0.054], [-3.187, -0.267, 1.195], [-0.387, 0.089, 0.153], [-3.353, -1.813, 1.837], [-3.565, -1.691, 0.122], [1.702, 1.172, 0.501], [1.482, 0.708, -0.981], [2.469, 0.650, -1.675], [0.262, 0.653, -1.299], [2.394, 0.442, 1.211], [0.872, 1.437, 1.192], [2.476, 1.995, 0.542]]}

#C
{"formula": "C4H9O3", "method": "wB97M-V/def2-TZVPD", "total_charge": -1, "gap_ev": 8.39, "molar_mass_da": 105.113, "e_lumo_ev": 4.06, "symbols": ["C", "C", "O", "H", "H", "H", "H", "H", "H", "C", "C", "O", "O", "H", "H", "H"], "xyz": [[-1.553, -0.321, 1.168], [-1.949, -0.371, 2.628], [-0.391, 0.427, 1.166], [-1.334, -1.296, 0.645], [-2.464, 0.063, 0.487], [-2.779, -1.011, 2.891], [0.081, 0.500, 0.276], [-2.227, 0.687, 2.935], [-1.069, -0.606, 3.221], [2.206, 0.203, -2.837], [1.641, 0.230, -1.423], [0.392, 0.219, -1.264], [2.488, 0.404, -0.497], [3.233, -0.161, -2.893], [2.290, 1.297, -3.081], [1.436, -0.265, -3.422]]}

Which structure wins on stability? #A wins.

#A
{"formula": "C3H9NO2S", "method": "wB97M-V/def2-TZVPD", "gap_ev": 9.28, "molar_mass_da": 123.177, "e_lumo_ev": 0.24, "smiles": "O=CNCCS.O", "symbols": ["O", "C", "N", "C", "C", "S", "H", "H", "H", "H", "H", "H", "H", "O", "H", "H"], "xyz": [[0.697, -2.281, -3.107], [0.129, -1.486, -2.385], [0.708, -0.812, -1.396], [0.282, 0.215, -0.541], [-0.780, -0.149, 0.465], [-2.088, -1.325, 0.306], [-0.957, -0.968, -2.745], [1.576, -1.224, -1.171], [-0.300, 0.911, -1.212], [1.053, 0.802, -0.080], [-1.385, 0.835, 0.349], [-0.500, -0.184, 1.582], [-2.116, -1.635, -0.937], [1.234, 1.971, 3.661], [1.063, 2.776, 4.384], [1.384, 2.553, 2.828]]}

#B
{"formula": "C3H9NO2S", "method": "wB97M-V/def2-TZVPD", "gap_ev": 9.81, "molar_mass_da": 123.177, "e_lumo_ev": 0.73, "smiles": "N[C@@H](C=O)CS.O", "symbols": ["N", "C", "C", "O", "C", "S", "H", "H", "H", "H", "H", "H", "H", "O", "H", "H"], "xyz": [[-0.561, 0.116, 1.026], [0.570, -0.451, 0.289], [1.058, 0.543, -0.814], [0.328, 1.410, -1.223], [1.718, -0.613, 1.284], [1.457, -2.167, 2.197], [-0.634, 1.101, 0.814], [-1.392, -0.323, 0.639], [0.293, -1.355, -0.249], [2.100, 0.497, -1.198], [1.771, 0.284, 1.897], [2.742, -0.702, 0.924], [0.582, -1.698, 3.088], [-4.590, 2.935, -4.160], [-3.904, 2.267, -4.381], [-5.442, 2.486, -4.292]]}

Which structure wins on stability? #B wins.

#A
{"formula": "C3H3ClO", "method": "wB97M-V/def2-TZVPD", "gap_ev": 9.40, "molar_mass_da": 90.509, "e_lumo_ev": -0.72, "symbols": ["C", "C", "C", "O", "Cl", "H", "H", "H"], "xyz": [[0.737, 0.493, -0.320], [0.549, 0.918, -1.543], [0.206, -0.132, 0.849], [1.477, 0.633, 0.845], [2.164, 2.178, -2.504], [-0.009, 0.624, -2.482], [-0.471, 0.292, 1.616], [0.390, -1.182, 0.902]]}

#B
{"formula": "C3H3ClO", "method": "wB97M-V/def2-TZVPD", "gap_ev": 10.07, "molar_mass_da": 90.509, "e_lumo_ev": -0.13, "smiles": "C=C(Cl)C=O", "symbols": ["C", "C", "Cl", "C", "O", "H", "H", "H"], "xyz": [[0.083, 1.213, 0.000], [0.537, 0.010, 0.044], [2.236, -0.531, -0.100], [-0.494, -1.096, 0.092], [-1.607, -0.688, -0.208], [0.570, 2.068, -0.051], [-1.061, 1.155, -0.065], [-0.264, -2.130, 0.287]]}

#C
{"formula": "C3H3ClO", "method": "wB97M-V/def2-TZVPD", "gap_ev": 9.07, "molar_mass_da": 90.509, "e_lumo_ev": -0.17, "symbols": ["C", "C", "C", "O", "Cl", "H", "H", "H"], "xyz": [[-0.086, 0.836, -0.147], [0.765, -0.205, -0.713], [-0.845, -0.228, 0.600], [0.034, 1.991, -0.034], [-0.739, -0.516, 2.241], [0.502, -0.953, -1.340], [1.705, 0.039, -0.608], [-1.336, -0.964, 0.000]]}

Which structure wins on stability? #B wins.

#A
{"formula": "C3H5ClO2P", "method": "wB97M-V/def2-TZVPD", "total_charge": -1, "gap_ev": [9.09, 4.73], "molar_mass_da": 139.498, "e_lumo_ev": [3.64, 2.06], "symbols": ["C", "C", "C", "O", "O", "P", "Cl", "H", "H", "H", "H", "H"], "xyz": [[-2.539, -0.203, 0.000], [-2.410, 1.077, 0.084], [1.215, -0.796, -0.082], [2.033, 1.561, -1.135], [2.576, 1.151, 1.230], [1.631, 1.051, 0.165], [2.679, -1.703, 0.210], [-1.655, -1.009, 0.050], [-3.424, -0.527, -0.409], [-1.444, 1.490, 0.160], [0.699, -0.983, -1.072], [0.638, -1.108, 0.798]]}

#B
{"formula": "C3H5ClO2P", "method": "wB97M-V/def2-TZVPD", "total_charge": -1, "gap_ev": 7.61, "molar_mass_da": 139.498, "e_lumo_ev": 3.52, "symbols": ["C", "C", "C", "O", "O", "P", "Cl", "H", "H", "H", "H", "H"], "xyz": [[-1.781, 0.194, -0.156], [-0.770, 0.686, -1.172], [1.152, -0.110, -0.008], [-2.961, 0.436, -0.395], [-1.371, -0.233, 0.979], [0.750, -0.205, 1.726], [2.486, 0.942, -0.358], [-0.692, -0.072, -1.898], [-0.674, 1.624, -1.733], [1.341, -0.997, -0.475], [0.413, -1.477, 1.583], [2.105, -0.788, 1.908]]}

Which structure wins on stability? #A wins.

#A
{"formula": "C2H8IN2", "method": "wB97M-V/def2-TZVPD", "total_charge": 1, "gap_ev": 9.03, "molar_mass_da": 187.004, "e_lumo_ev": -4.53, "symbols": ["C", "C", "N", "N", "I", "H", "H", "H", "H", "H", "H", "H", "H"], "xyz": [[0.731, -0.333, -0.234], [-0.102, 0.778, 0.399], [0.176, -1.620, 0.031], [0.080, 1.931, -0.129], [-2.553, -0.321, -0.006], [0.600, -0.190, -1.300], [1.832, -0.119, -0.056], [-0.366, 0.836, 1.424], [0.300, -2.174, 0.862], [0.479, -2.228, -0.654], [0.436, 2.119, -1.023], [-0.307, 2.752, 0.411], [-1.305, -1.431, 0.274]]}

#B
{"formula": "C2H8IN2", "method": "wB97M-V/def2-TZVPD", "total_charge": 1, "gap_ev": 9.51, "molar_mass_da": 187.004, "e_lumo_ev": -4.73, "symbols": ["C", "C", "N", "N", "I", "H", "H", "H", "H", "H", "H", "H", "H"], "xyz": [[0.387, -0.844, 0.142], [-0.095, 0.529, -0.139], [1.735, -0.413, 0.237], [-0.623, 1.222, 0.895], [0.125, 1.427, -2.026], [0.113, -1.228, 1.051], [0.237, -1.549, -0.812], [-1.869, -0.290, -1.105], [2.200, -0.558, 1.152], [-2.564, -0.612, -1.353], [2.224, -0.701, -0.562], [-1.106, 2.076, 0.655], [-0.763, 0.942, 1.863]]}

Which structure wins on stability? #A wins.

#A
{"formula": "C3H3N2OS", "method": "wB97M-V/def2-TZVPD", "total_charge": 1, "gap_ev": [6.89, 8.25], "molar_mass_da": 115.137, "e_lumo_ev": [-8.70, -7.49], "symbols": ["C", "C", "C", "N", "N", "O", "S", "H", "H", "H"], "xyz": [[1.226, -0.628, -1.883], [-0.473, -0.048, -0.910], [-0.152, 0.366, 1.689], [1.148, -0.496, -0.647], [0.420, -0.403, -2.850], [-0.765, -0.146, -2.186], [-1.404, -0.197, 0.527], [0.032, 1.455, 1.643], [0.651, -0.207, 1.900], [-0.682, 0.306, 2.718]]}

#B
{"formula": "C3H3N2OS", "method": "wB97M-V/def2-TZVPD", "total_charge": 1, "gap_ev": 8.22, "molar_mass_da": 115.137, "e_lumo_ev": -5.68, "smiles": "O=C=[NH+]CN=C=S", "symbols": ["O", "C", "N", "C", "N", "C", "S", "H", "H", "H"], "xyz": [[-2.168, -1.401, 1.791], [-1.082, -1.082, 1.588], [-0.001, -0.684, 1.098], [0.210, 0.737, 0.207], [0.083, 0.528, -1.082], [0.449, 0.329, -2.212], [0.857, 0.103, -3.649], [0.882, -1.017, 1.251], [1.233, 0.937, 0.431], [-0.462, 1.550, 0.578]]}

Which structure wins on stability? #B wins.